P | A cluster of 2 separate species, C9H14O in total. Source: the Open Molecules 2025 dataset; level of theory: ωB97M-V/def2-TZVPD.

```
24
Properties=species:S:1:pos:R:3:lowdin_spin:R:1
H 2.04 1.18 1.07 0.002
C 0.00 -0.77 -3.01 0.014
H 4.16 0.23 1.47 0.000
H -2.30 1.14 2.48 0.001
H 0.16 1.80 -1.85 0.031
C -1.36 -0.92 0.53 0.201
H -1.42 -1.59 1.38 0.023
C 3.42 -0.47 1.08 0.001
H -1.15 2.48 0.15 0.013
H 0.94 -0.30 -3.34 0.001
C 2.05 0.16 1.45 0.002
H 0.28 -1.82 -3.11 0.002
H -0.88 -2.30 -1.13 0.012
C -0.44 1.08 -1.32 0.250
H 3.53 -1.44 1.57 0.000
H 1.87 0.18 2.53 0.000
H 3.50 -0.64 0.01 0.001
H 1.21 -0.45 1.14 0.000
H -0.81 -0.39 -3.63 0.007
C -0.95 1.43 0.02 0.199
C -0.91 -1.28 -0.77 0.143
O -1.46 0.72 2.26 0.003
C -0.38 -0.30 -1.59 0.050
C -1.31 0.42 0.90 0.044
```

Summary:
Spin multiplicity ... 2
LUMO level (spin up / spin down) ... 3.889 / 3.808 eV
Charge ... -1
Kohn-Sham gap (spin up / spin down) ... 3.34 / 7.28 eV

Q | A cluster of 2 separate species, C9H14O in total. Source: the Open Molecules 2025 dataset; level of theory: ωB97M-V/def2-TZVPD.

```
24
Properties=species:S:1:pos:R:3:lowdin_spin:R:1
H 1.07 -2.71 1.09 0.000
C -2.28 1.17 -0.48 0.172
C 0.13 0.95 -0.23 0.215
H 0.09 -0.31 -2.46 0.004
H 2.57 -3.68 0.90 0.000
C -2.37 1.96 0.74 0.236
C -1.18 2.11 1.47 0.064
H 1.36 -3.43 -0.43 0.000
H -2.04 3.23 2.75 0.012
H 1.04 0.66 -0.67 0.025
H 3.11 -1.80 -0.99 0.000
H 0.95 2.02 1.50 0.009
H 1.99 -0.86 -0.16 0.003
C 1.89 -2.98 0.42 0.001
C 0.05 1.73 0.98 0.151
C -0.95 -0.21 -2.14 0.007
H -1.21 -1.20 -1.77 0.001
O -1.18 2.79 2.68 0.012
H 3.45 -1.50 0.67 0.001
C -1.07 0.71 -0.93 0.041
H -3.14 1.08 -1.14 0.013
H -1.57 0.00 -3.01 0.000
C 2.63 -1.73 -0.01 0.005
H -3.33 2.00 1.23 0.028
```

Summary:
Spin multiplicity ... 2
LUMO level (spin up / spin down) ... 3.693 / 3.674 eV
Charge ... -1
Kohn-Sham gap (spin up / spin down) ... 3.09 / 7.08 eV

In hartree, relative to the most stable structure: P 0.0139; Q 0.0000.

P | A cluster of 2 separate species, C7H15N2 in total. Source: the Open Molecules 2025 dataset; level of theory: ωB97M-V/def2-TZVPD.

```
24
Properties=species:S:1:pos:R:3:lowdin_charge:R:1
C 0.77 0.19 2.08 0.021
H -1.66 -1.97 -1.06 0.097
H -4.42 0.31 -0.40 0.040
C -0.04 -0.91 -0.14 -0.152
H 0.22 2.45 -1.18 0.171
N 2.74 -0.31 -1.26 0.021
H 2.67 0.99 0.41 0.114
H 2.53 -1.37 -1.22 0.128
C 2.44 -0.01 0.14 -0.221
H -3.07 1.13 -1.02 -0.011
H 0.40 1.25 2.34 0.135
C -0.21 1.37 -1.28 0.220
H -0.80 1.17 -2.07 0.076
H -0.65 -2.99 0.01 0.094
H -2.80 -0.27 -0.01 -0.019
H -3.31 1.15 0.71 0.027
H 3.73 -0.05 -1.34 0.093
C 0.95 -0.06 0.60 -0.342
H 3.02 -0.56 0.88 0.123
H -0.14 -0.47 2.31 0.119
H 1.69 -0.13 2.52 0.079
C -3.40 0.59 -0.19 -0.012
C -0.76 -1.99 -0.41 0.146
N 0.08 0.48 -0.42 0.052
```

Summary:
LUMO level ... -4.982 eV
Charge ... +1
Kohn-Sham gap ... 8.87 eV

Q | The ion C7H15N2 with charge +1. Source: the Open Molecules 2025 dataset; level of theory: ωB97M-V/def2-TZVPD.

```
24
Properties=species:S:1:pos:R:3:lowdin_charge:R:1
H -2.49 -0.62 1.28 0.116
C -1.27 0.69 -0.24 -0.469
C 1.22 -0.77 -1.00 -0.080
H 2.25 -0.43 -1.11 0.128
H 0.94 1.22 0.67 0.089
C 2.33 -1.31 1.05 0.022
H 0.27 0.36 2.03 0.082
C 0.42 0.37 1.00 0.049
C 0.24 0.02 -1.83 -0.116
H 2.14 -1.61 2.02 0.089
H 1.31 -1.72 -1.62 0.168
H -3.27 0.18 -0.38 0.121
N -0.90 0.39 -1.52 0.091
H 2.65 -2.19 0.51 0.117
H 0.51 0.05 -2.95 0.166
H 0.40 -1.61 0.68 0.163
H -2.04 -1.25 -0.42 0.111
H -0.67 2.81 -0.25 0.098
H -1.87 2.38 1.02 0.121
C -2.37 -0.28 0.17 -0.038
H -2.34 2.62 -0.58 0.110
C -1.51 2.11 -0.02 -0.077
N 1.04 -0.88 0.49 -0.164
H 3.02 -0.52 1.00 0.107
```

Summary:
LUMO level ... -3.014 eV
Charge ... +1
Kohn-Sham gap ... 9.99 eV

In hartree, relative to the most stable structure: P 0.0234; Q 0.0000.